[1]
{"formula": "C3H3NO", "method": "the ωB97M-V functional and the def2-TZVPD basis", "elements": ["C", "C", "C", "N", "O", "H", "H", "H"], "xyz": [[0.385, 0.189, -0.720], [0.981, -0.797, 0.127], [-1.693, 0.633, 0.398], [-0.727, 0.671, -0.277], [0.458, -1.232, 1.133], [0.832, 0.549, -1.626], [1.976, -1.134, -0.214], [-2.211, 1.121, 1.179]], "nbo_charge": [-0.2925, 0.3485, 0.1670, -0.2071, -0.5782, 0.2170, 0.1191, 0.2261], "e_tot_ev": -6694.1623, "molar_mass_g_mol": 69.063, "gap_ev": [8.75, 8.75], "e_lumo_ev": [0.302, 0.303]}



[2]
{"formula": "C3H3NO2", "method": "the ωB97M-V functional and the def2-TZVPD basis", "elements": ["H", "N", "C", "C", "O", "C", "O", "H", "H"], "xyz": [[0.699, -1.831, 1.033], [1.313, -1.127, 0.619], [0.529, -0.273, 0.142], [-0.969, -0.066, 0.051], [-0.717, 1.172, -0.659], [0.656, 1.041, -0.604], [1.489, 1.772, -1.025], [-1.481, 0.101, 1.004], [-1.519, -0.788, -0.560]], "nbo_charge": [0.3402, -0.5043, 0.1582, -0.1540, -0.4769, 0.7220, -0.4944, 0.2044, 0.2048], "e_tot_ev": -8743.3192, "molar_mass_g_mol": 85.062, "gap_ev": 10.68, "e_lumo_ev": -0.130, "smiles": "[H]/N=C1\\COC1=O"}



[3]
{"formula": "C3H3NO2", "method": "the ωB97M-V functional and the def2-TZVPD basis", "elements": ["C", "O", "C", "O", "C", "N", "H", "H", "H"], "xyz": [[-1.474, -0.191, 0.092], [-0.686, 0.661, -0.510], [1.186, 0.882, -0.958], [1.093, 1.809, -1.631], [1.760, -0.482, 0.371], [2.519, -1.163, 0.962], [-0.376, -1.636, 1.058], [-1.621, 0.152, 1.125], [-2.402, -0.032, -0.509]], "nbo_charge": [0.0573, -0.5463, 0.7597, -0.4327, 0.1207, -0.4044, 0.0671, 0.1783, 0.2002], "e_tot_ev": -8734.4939, "molar_mass_g_mol": 85.062, "gap_ev": [6.69, 9.19], "e_lumo_ev": [-2.562, -1.320]}



[4]
{"formula": "C3H3NO2", "method": "the ωB97M-V functional and the def2-TZVPD basis", "elements": ["O", "C", "C", "O", "C", "N", "H", "H", "H"], "xyz": [[-0.537, 1.337, 0.613], [-0.284, 0.973, -0.616], [-0.215, 1.658, -1.813], [0.083, -0.100, -1.157], [0.799, -2.067, 1.329], [0.353, -1.023, 1.501], [-0.280, 0.645, 1.258], [-1.144, 1.621, -2.386], [1.226, -3.044, 1.271]], "nbo_charge": [-0.6564, 0.6244, -0.1548, -0.5378, 0.1772, -0.3877, 0.5271, 0.1655, 0.2425], "e_tot_ev": -8740.1887, "molar_mass_g_mol": 85.062, "gap_ev": 9.51, "e_lumo_ev": 0.674}



[5]
{"formula": "C3H3NO2", "method": "the ωB97M-V functional and the def2-TZVPD basis", "elements": ["O", "C", "N", "C", "C", "O", "H", "H", "H"], "xyz": [[2.197, -0.894, 0.507], [1.072, -0.495, 0.357], [0.618, 0.733, -0.067], [-0.760, 0.688, -0.284], [-1.135, -0.543, 0.093], [-0.047, -1.239, 0.564], [1.253, 1.456, -0.348], [-1.283, 1.534, -0.709], [-1.917, -1.241, -0.113]], "nbo_charge": [-0.6048, 0.8501, -0.6145, -0.1005, 0.0413, -0.4521, 0.4259, 0.2335, 0.2212], "e_tot_ev": -8744.3801, "molar_mass_g_mol": 85.062, "gap_ev": 9.63, "e_lumo_ev": 0.750, "smiles": "O=c1[nH]cco1"}



[6]
{"formula": "C3H3NO2", "method": "the ωB97M-V functional and the def2-TZVPD basis", "elements": ["O", "C", "C", "O", "C", "N", "H", "H", "H"], "xyz": [[0.197, 1.375, -1.083], [0.255, 0.296, -0.284], [-0.883, -0.159, 0.347], [-2.058, 0.168, 0.400], [1.526, -0.337, -0.132], [2.542, -0.876, 0.013], [-0.724, 1.687, -1.082], [-0.349, -0.841, 1.326], [-0.538, -1.394, 0.596]], "nbo_charge": [-0.6228, 0.1247, 0.1763, -0.6032, 0.1952, -0.2595, 0.5073, 0.2410, 0.2409], "e_tot_ev": -8740.2661, "molar_mass_g_mol": 85.062, "gap_ev": [8.66, 8.66], "e_lumo_ev": [-0.416, -0.416]}



[7]
{"formula": "C3H3NO2S", "method": "the ωB97M-V functional and the def2-TZVPD basis", "elements": ["C", "C", "C", "N", "O", "O", "S", "H", "H", "H"], "xyz": [[0.695, -0.164, 1.211], [-1.151, -0.772, -0.153], [1.527, 0.086, 0.062], [-1.865, 1.948, 0.067], [-1.208, -1.711, -0.854], [-0.490, -0.565, 1.045], [-2.445, 0.666, -0.370], [0.965, 0.781, -0.542], [1.378, -0.718, -0.663], [2.594, 0.450, 0.197]], "nbo_charge": [0.3214, 0.5614, -0.8096, -0.6404, -0.4863, -0.4940, 0.7938, 0.2517, 0.2446, 0.2575], "e_tot_ev": -19573.5611, "molar_mass_g_mol": 117.129, "gap_ev": 6.60, "e_lumo_ev": -1.651}



[8]
{"formula": "C3H3NO2S", "method": "the ωB97M-V functional and the def2-TZVPD basis", "elements": ["O", "C", "C", "O", "C", "N", "S", "H", "H", "H"], "xyz": [[0.745, 0.616, -2.352], [0.880, 0.168, -1.242], [-0.131, -0.906, -0.697], [-0.717, -1.580, -1.496], [-0.214, -1.149, 0.813], [-0.194, -0.313, 1.771], [-0.214, 1.338, 1.368], [1.646, 0.425, -0.513], [-0.228, -2.232, 1.090], [-0.077, 1.625, 2.670]], "nbo_charge": [-0.4402, 0.3310, 0.3964, -0.4374, -0.0242, -0.4907, 0.1872, 0.1305, 0.2092, 0.1382], "e_tot_ev": -19577.5398, "molar_mass_g_mol": 117.129, "gap_ev": 8.68, "e_lumo_ev": -1.157, "smiles": "O=CC(=O)/C=N\\S"}